Record 1
Here is an isolated molecule of C5H9N3 from the Open Molecules 2025 dataset. Energies are from ωB97M-V/def2-TZVPD.

Calculated values
E_LUMO ... 1.048 eV

Each line ends with the natural charge from an NBO analysis.
Element x y z (Å)
H (-3.67667, -1.29281, -0.12553)  0.3696
N (-2.60943, -1.08376, -0.05479)  -0.7588
C (-2.16828, 0.09971, -0.24565)  0.2939
N (-0.90926, 0.44109, 0.03555)  -0.2606
C (0.04388, -0.45519, 0.74473)  -0.2985
C (0.98544, -1.02962, -0.30514)  -0.1701
C (2.28499, -1.09479, -0.20972)  -0.4136
N (-0.51622, 1.72797, -0.15137)  -0.2186
C (0.72806, 2.10057, -0.08842)  -0.1691
H (-2.74623, 0.93926, -0.67985)  0.1754
H (-0.48018, -1.38492, 1.09937)  0.2638
H (0.42885, 0.10757, 1.54095)  0.2101
H (0.37571, -1.51962, -1.16688)  0.2192
H (2.79116, -0.70817, 0.59545)  0.1874
H (2.89285, -1.49580, -1.03273)  0.2062
H (1.60479, 1.46726, -0.00939)  0.1724
H (0.97055, 3.18127, 0.05341)  0.1911

=====

Record 2
Here is a structure of composition C42H37N5O2P2Ti from the Open Molecules 2025 dataset. Energies are from ωB97M-V/def2-TZVPD.

Calculated values
Total charge ... +1
E_LUMO (spin up / spin down) ... -3.836 / -3.919 eV
Spin multiplicity ... 2

Each line ends with the natural charge from an NBO analysis.
Element x y z (Å)
Ti (0.51035, 1.43683, -0.59541)  1.4415
N (-0.65448, -1.03609, 0.88153)  -1.2536
P (-1.56379, -0.20432, -0.34683)  1.1045
C (-3.27205, -0.63912, 0.15351)  -0.3510
C (-3.54027, -1.43617, 1.25848)  -0.2132
C (-4.83351, -1.87024, 1.49615)  -0.2101
C (-5.86306, -1.48915, 0.65270)  -0.1801
C (-5.60270, -0.66148, -0.42967)  -0.2081
C (-4.31043, -0.24446, -0.68485)  -0.1862
C (-1.52382, -1.33404, -1.79111)  -0.3644
C (-1.50325, -0.78132, -3.06867)  -0.2214
C (-1.38118, -1.60644, -4.17262)  -0.2014
C (-1.29215, -2.97948, -4.00459)  -0.2104
C (-1.37491, -3.53325, -2.73748)  -0.2207
C (-1.50249, -2.71391, -1.63037)  -0.1344
P (0.64459, -0.04817, 1.42573)  1.0802
C (2.00329, -1.23165, 1.64960)  -0.3754
C (1.79496, -2.38155, 2.40517)  -0.1211
C (2.82101, -3.29329, 2.56239)  -0.2123
C (4.05834, -3.05443, 1.98361)  -0.1842
C (4.26778, -1.90504, 1.23931)  -0.2016
C (3.24039, -0.99404, 1.06564)  -0.1983
C (0.18232, 0.23159, 3.17031)  -0.3784
C (1.15743, 0.24066, 4.16599)  -0.1983
C (0.79192, 0.42803, 5.48661)  -0.2025
C (-0.53714, 0.63777, 5.81791)  -0.1845
C (-1.50421, 0.66072, 4.82479)  -0.1885
C (-1.14616, 0.47188, 3.50257)  -0.1992
H (-0.31845, -1.96115, 0.59671)  0.4494
H (-2.73909, -1.72892, 1.92165)  0.2295
H (-5.03200, -2.52051, 2.33579)  0.2212
H (-6.86649, -1.84501, 0.83265)  0.2216
H (-6.40704, -0.35700, -1.08234)  0.2225
H (-4.09594, 0.38200, -1.53914)  0.2249
H (-1.57417, 0.29591, -3.19120)  0.2276
H (-1.34936, -1.17821, -5.16372)  0.2217
H (-1.19395, -3.61925, -4.86887)  0.2223
H (-1.33667, -4.60402, -2.60762)  0.2240
H (-1.58570, -3.14837, -0.64437)  0.2098
H (0.83168, -2.55194, 2.86599)  0.2163
H (2.65897, -4.19145, 3.13790)  0.2263
H (4.86243, -3.76255, 2.12118)  0.2258
H (5.23380, -1.71951, 0.79439)  0.2200
H (3.38927, -0.09999, 0.46775)  0.2059
H (2.19730, 0.07941, 3.91245)  0.2215
H (1.54537, 0.40157, 6.25930)  0.2250
H (-0.81365, 0.78086, 6.85034)  0.2265
H (-2.54014, 0.82047, 5.08274)  0.2250
H (-1.89133, 0.49138, 2.71619)  0.2242
C (2.75972, -3.64692, -2.73297)  -0.4253
N (2.25636, -2.29074, -2.71390)  -0.3911
C (2.40709, -1.47082, -3.76784)  0.1551
C (1.89716, -0.20984, -3.78136)  -0.4062
C (1.23208, 0.22469, -2.59936)  0.6280
O (0.67631, 1.37004, -2.46225)  -0.7470
N (1.16835, -0.57782, -1.53104)  -0.6839
C (1.56426, -1.86906, -1.56686)  0.7946
O (1.33361, -2.64950, -0.66174)  -0.6445
H (3.82936, -3.64882, -2.94115)  0.2132
H (2.23766, -4.24147, -3.48352)  0.2159
H (2.57256, -4.06902, -1.74550)  0.2644
H (2.94727, -1.87586, -4.61373)  0.2287
H (1.98161, 0.43234, -4.64122)  0.2519
C (-0.37122, 3.18334, 0.06910)  -0.9511
C (-1.80936, 3.07298, -0.22899)  -0.0205
C (-2.28528, 3.29964, -1.52623)  -0.1940
C (-3.63918, 3.25285, -1.80014)  -0.2126
C (-4.54840, 2.96285, -0.79367)  -0.2436
C (-4.08930, 2.67329, 0.48092)  -0.1727
C (-2.73593, 2.72640, 0.76044)  -0.2402
H (-0.20245, 3.35572, 1.14541)  0.2373
H (0.06731, 4.01782, -0.50606)  0.2382
H (-1.57299, 3.54576, -2.30955)  0.2017
H (-3.99633, 3.46481, -2.79648)  0.2182
H (-5.60656, 2.96527, -1.00096)  0.2203
H (-4.79431, 2.42178, 1.25998)  0.2196
H (-2.38176, 2.53753, 1.76797)  0.2093
N (6.67847, 5.21355, 0.41616)  -0.2007
C (5.71801, 4.59826, 0.28571)  0.2282
C (4.55395, 3.83334, 0.10031)  -0.0817
C (4.05283, 3.58125, -1.19114)  -0.1881
C (2.91722, 2.83231, -1.34871)  0.0543
N (2.22211, 2.29393, -0.30792)  -0.5546
C (2.70875, 2.54875, 0.93910)  0.0664
C (3.83630, 3.28509, 1.18018)  -0.1815
H (4.55745, 3.98807, -2.05265)  0.2532
H (2.51643, 2.65066, -2.34363)  0.2362
H (2.13923, 2.13414, 1.77112)  0.2336
H (4.16002, 3.44987, 2.19398)  0.2535

=====

Record 3
Here is an isolated molecule of C3H4N2O from the Open Molecules 2025 dataset. Energies are from ωB97M-V/def2-TZVPD.

Calculated values
E_LUMO ... 0.885 eV

Each line ends with the natural charge from an NBO analysis.
Element x y z (Å)
H (-2.11644, 1.20721, 1.34875)  0.3568
N (-2.06025, 0.59245, 0.54281)  -0.7747
C (-0.85607, 0.29139, 0.28869)  0.6689
N (-0.41635, -0.51994, -0.73421)  -0.6015
C (0.97152, -0.61116, -0.69747)  -0.0992
C (1.37230, 0.13073, 0.33592)  0.0363
O (0.27445, 0.69561, 0.96050)  -0.4608
H (-1.04451, -0.94991, -1.39000)  0.4275
H (1.53654, -1.19485, -1.40703)  0.2303
H (2.33880, 0.35848, 0.75204)  0.2164

=====

Record order is preserved below.
Relative energy (zero: lowest compared OMol25 entry of this formula, charge and spin): 76.5 25.0 23.8 kcal/mol
Record order is preserved below.
Largest force on an atom: 3.6 4.1 0.3 eV Å⁻¹